1.
Density functional theory data (ωB97M-V with the def2-TZVPD basis set) for one molecule with the formula C3H4FNO.

XYZ file:
```
10
Properties=species:S:1:pos:R:3:forces:R:3:nbo_charge:R:1
C -0.3886 1.6285 0.1659 -5.062 -1.950 -0.303 -0.678
C -0.1904 0.2720 -0.4806 1.313 -2.048 0.467 0.703
F -0.4723 0.2772 -1.8235 -0.254 0.248 0.550 -0.343
N 0.2715 -0.7751 0.0330 0.370 0.090 0.033 -0.553
C 0.6799 -2.1572 0.2542 0.811 2.978 -0.310 0.544
O 1.7894 -2.6099 0.0790 -1.918 0.520 0.040 -0.527
H -0.6348 2.2602 -0.6588 -0.300 0.809 -0.262 0.236
H 0.4249 1.9755 0.6421 2.947 0.900 1.715 0.236
H -1.3201 1.6266 0.9476 2.279 -0.171 -1.990 0.240
H -0.1594 -2.4979 0.8412 -0.185 -1.377 0.059 0.141
```
Forces are in eV/Å.

The SMILES is C/C(F)=N/C=O. The value obtained for the relative energy (zero: lowest compared OMol25 entry of this formula, charge and spin) is 1.253 eV. The calculation puts the HOMO-LUMO gap at 11.087 eV. As for the spin multiplicity: 1. The highest occupied orbital energy is -10.32 eV. The total energy comes out at -346.52272 hartree. The value obtained for the LUMO energy is 0.7651 eV.

2.
Density functional theory data (ωB97M-V with the def2-TZVPD basis set) for C34H54F6N6O3S2Ti as an isolated structure.

XYZ file:
```
106
Properties=species:S:1:pos:R:3:forces:R:3:lowdin_charge:R:1
Ti -0.5529 0.8883 0.5141 0.058 0.110 0.698 0.968
C 2.6660 3.6126 2.3243 0.014 0.025 -0.002 0.030
C 1.5460 2.9736 1.5734 0.040 -0.068 0.047 -0.211
N 1.0691 1.8137 1.8668 0.044 0.085 -0.050 -0.027
N 1.6603 1.1657 2.9230 -0.037 0.072 -0.019 -0.032
C 0.9630 0.2974 3.7012 0.190 -0.030 0.154 -0.859
N 1.6520 -0.2305 4.7166 -0.031 0.040 -0.021 0.141
S -0.6224 -0.0718 3.4004 -0.177 -0.030 -0.241 0.800
C 0.8521 3.6618 0.4753 -0.030 -0.060 -0.008 -0.219
C 1.0231 5.0002 0.1834 0.014 0.025 0.000 0.024
C 0.2259 5.5819 -0.7965 -0.006 -0.016 -0.016 0.001
C -0.7089 4.8025 -1.4442 0.028 0.034 0.015 0.013
C -0.8182 3.4634 -1.0969 0.027 0.012 0.005 -0.082
N -0.0504 2.9004 -0.1671 0.077 0.289 -0.149 0.039
H 2.3684 3.7851 3.3621 0.009 -0.003 -0.003 0.120
H 2.9626 4.5579 1.8856 -0.030 0.012 0.028 0.084
H 3.5592 2.9823 2.3203 -0.016 -0.029 -0.015 0.105
H 2.6021 1.4263 3.1678 0.063 0.002 -0.025 0.141
H 2.5944 0.0385 4.9483 -0.010 0.007 0.002 0.125
H 1.1702 -0.8528 5.3433 0.002 -0.026 -0.003 0.116
H 1.7439 5.6017 0.7152 -0.005 -0.013 0.002 0.123
H 0.3367 6.6308 -1.0356 0.001 -0.002 0.000 0.133
H -1.3590 5.2090 -2.2057 -0.003 -0.004 0.004 0.135
H -1.5561 2.8354 -1.5737 0.018 0.026 0.022 0.120
C -3.0364 -1.2690 1.4154 0.007 -0.076 -0.076 -0.053
O -1.9886 -0.8270 0.5168 0.143 0.003 0.095 -0.266
H -3.3009 -2.2965 1.1668 -0.002 0.010 -0.014 0.105
H -3.9052 -0.6233 1.3154 -0.022 0.031 -0.003 0.087
H -2.6416 -1.2386 2.4228 -0.010 -0.006 0.008 0.032
H -2.3464 -0.8432 -0.3821 -0.026 0.049 -0.110 0.035
C -3.4132 1.8184 3.2335 0.008 -0.006 -0.071 0.024
C -2.8417 2.5585 2.0279 0.318 0.265 0.303 -0.350
O -1.8484 1.8618 1.3370 -0.556 -0.541 -0.556 -0.247
C -2.1675 3.8573 2.5453 0.048 0.026 -0.009 -0.547
F -1.0367 3.5331 3.2046 -0.050 0.034 -0.008 0.153
F -1.8098 4.6726 1.5398 -0.020 0.005 0.042 0.173
F -2.9427 4.5409 3.3760 0.041 -0.027 -0.015 0.199
C -3.9923 2.9201 1.0617 -0.013 -0.052 -0.056 -0.553
F -4.8208 3.8070 1.6029 0.014 -0.054 0.003 0.202
F -4.7006 1.8155 0.7639 0.060 0.131 0.079 0.155
F -3.5361 3.4305 -0.0909 -0.056 -0.082 -0.036 0.163
H -2.6464 1.7003 3.9928 0.002 0.003 0.026 0.067
H -3.7751 0.8404 2.9343 -0.003 0.000 -0.001 0.079
H -4.2447 2.3838 3.6507 0.001 0.002 0.001 0.116
C 2.3180 3.1099 -2.7584 0.013 -0.013 -0.019 -0.035
C 1.9187 1.6396 -2.9047 0.000 0.009 -0.019 -0.347
C 2.4237 0.8303 -1.7316 -0.003 0.056 0.049 -0.091
C 0.4539 1.4667 -3.3184 -0.023 -0.054 0.026 -0.102
C 0.2489 1.8741 -4.6415 0.010 0.011 0.003 -0.032
C -0.9489 1.7320 -5.2968 -0.018 0.005 -0.042 -0.041
C -1.9833 1.0936 -4.6389 -0.015 0.041 -0.038 -0.016
C -1.8571 0.6592 -3.3294 0.096 -0.024 0.113 -0.131
C -3.0268 -0.1396 -2.7918 -0.007 -0.012 0.005 -0.340
C -3.8005 0.5819 -1.6929 -0.026 -0.085 0.034 -0.051
C -2.5951 -1.5802 -2.4835 -0.079 0.005 0.062 -0.045
C -0.6458 0.9088 -2.6326 0.155 -0.001 -0.093 -0.187
O -0.5813 0.6053 -1.2661 -0.277 -0.155 -0.167 -0.240
H 3.3943 3.1861 -2.5928 -0.002 0.005 -0.014 0.093
H 1.8172 3.5742 -1.9119 -0.004 0.004 0.028 0.045
H 2.0755 3.6897 -3.6479 -0.010 0.002 0.000 0.086
H 2.4616 1.2633 -3.7771 0.000 0.005 0.009 0.142
H 2.0804 1.2246 -0.7775 -0.028 0.038 0.037 0.021
H 3.5156 0.8613 -1.7137 -0.007 -0.013 -0.023 0.096
H 2.1097 -0.2091 -1.7936 -0.013 -0.050 -0.011 0.061
H 1.0928 2.2963 -5.1740 -0.007 0.002 0.007 0.124
H -1.0631 2.0642 -6.3195 -0.003 0.002 0.002 0.119
H -2.9150 0.9064 -5.1581 0.007 -0.003 0.005 0.124
H -3.7327 -0.2228 -3.6188 0.033 -0.009 -0.028 0.133
H -3.1774 0.9247 -0.8717 0.090 0.001 0.060 0.036
H -4.5914 -0.0537 -1.2862 0.006 0.010 0.008 0.099
H -4.2823 1.4706 -2.0993 -0.002 0.019 -0.006 0.103
H -1.6667 -1.6233 -1.9122 0.023 0.016 0.006 0.045
H -2.3869 -2.1113 -3.4123 -0.011 0.005 -0.015 0.104
H -3.3856 -2.1328 -1.9644 0.029 0.006 0.005 0.099
C 3.8309 -5.3975 0.8584 -0.002 -0.007 -0.014 -0.103
C 4.7988 -4.2797 1.2280 0.016 -0.005 0.012 -0.249
C 4.2018 -2.8758 1.1727 -0.009 0.011 0.018 -0.201
C 3.6941 -2.4514 -0.2054 0.027 0.017 -0.017 -0.186
N 2.3318 -2.9035 -0.5070 -0.032 -0.029 0.014 0.053
C 1.2137 -2.2892 -0.1398 0.112 0.097 -0.028 -0.668
S 1.3112 -0.8690 0.8406 -0.050 -0.062 -0.004 0.799
N 0.0388 -2.7978 -0.4781 -0.099 0.073 -0.106 0.030
C -0.1864 -4.0575 -1.1834 -0.050 -0.043 0.032 -0.155
C -0.0341 -5.3006 -0.3102 0.035 -0.026 0.004 -0.180
C -1.0199 -5.3813 0.8577 -0.021 -0.018 0.005 -0.234
C -0.6299 -4.5702 2.0927 0.021 0.001 0.012 -0.092
H 4.2776 -6.3742 1.0394 -0.002 0.001 0.003 0.083
H 3.5637 -5.3750 -0.2026 0.002 -0.003 0.008 0.064
H 2.9121 -5.3379 1.4479 0.004 0.002 0.002 0.064
H 5.6729 -4.3221 0.5723 -0.005 0.002 -0.003 0.114
H 5.1745 -4.4516 2.2386 -0.011 -0.005 -0.002 0.112
H 4.9660 -2.1562 1.4769 0.006 -0.006 -0.009 0.116
H 3.3826 -2.7810 1.8931 0.003 -0.001 -0.011 0.098
H 4.3347 -2.8564 -0.9903 -0.001 -0.004 -0.001 0.137
H 3.7056 -1.3678 -0.3069 -0.025 -0.008 0.013 0.081
H 2.2391 -3.8142 -0.9300 -0.003 -0.004 -0.002 0.119
H -0.7567 -2.3096 -0.0962 0.024 -0.036 0.081 0.081
H 0.4638 -4.0997 -2.0616 0.030 0.016 0.018 0.130
H -1.2073 -4.0113 -1.5647 0.018 0.008 -0.026 0.120
H 0.9870 -5.3801 0.0759 0.004 0.011 -0.015 0.088
H -0.1739 -6.1595 -0.9703 -0.018 0.003 0.008 0.124
H -1.1039 -6.4280 1.1536 -0.012 0.003 0.006 0.114
H -2.0194 -5.0965 0.5093 0.011 0.022 -0.003 0.107
H 0.3415 -4.8969 2.4717 -0.002 0.007 -0.006 0.075
H -1.3550 -4.7180 2.8935 0.006 -0.005 -0.002 0.079
H -0.5584 -3.4964 1.9057 -0.026 -0.010 0.006 0.044
```
Forces are in eV/Å.

As for the charge: +2. The value obtained for the relative energy (zero: lowest compared OMol25 entry of this formula, charge and spin) is 0.000 eV. The calculation puts the HOMO-LUMO gap at 7.041 eV. As for the spin multiplicity: 1. The highest occupied orbital energy is -13.45 eV. The total energy comes out at -4126.97937 hartree. The value obtained for the LUMO energy is -6.4096 eV.

3.
Density functional theory data (ωB97M-V with the def2-TZVPD basis set) for one molecule with the formula C20H27FN4O4.

XYZ file:
```
56
Properties=species:S:1:pos:R:3:forces:R:3:nbo_charge:R:1
C -1.9285 -2.4362 1.0632 0.001 0.018 0.021 -0.612
C -0.7602 -2.3541 0.0928 -0.311 0.103 0.309 -0.213
N -0.4062 -0.9673 -0.2308 0.349 -0.213 -0.393 -0.465
C -1.2974 -0.3905 -1.2392 0.342 0.036 -0.311 -0.220
C -1.3146 1.1370 -1.2828 -0.332 0.049 0.351 -0.067
C -1.9931 1.6244 -2.5532 0.029 -0.050 -0.043 -0.614
N -2.0244 1.6527 -0.1152 -0.067 0.049 0.008 -0.605
C -1.4071 2.1218 0.9923 0.030 0.072 -0.032 0.662
O -0.1951 2.2055 1.1102 0.011 -0.028 0.029 -0.634
C -2.3323 2.5451 2.0777 -0.016 -0.019 -0.001 0.052
C -3.6623 2.2298 2.3012 0.010 -0.022 -0.008 -0.375
C -3.9621 2.8937 3.4953 0.044 0.052 0.016 0.426
O -5.1520 2.8843 4.1326 -0.011 -0.006 -0.003 -0.663
N -2.9282 3.5640 3.9679 -0.046 -0.020 -0.001 -0.332
N -1.9334 3.3416 3.0897 0.045 -0.028 -0.038 -0.126
C -0.6326 3.9381 3.3365 -0.003 0.018 0.026 -0.399
C 0.9438 -0.6936 -0.4347 -0.083 0.035 0.014 0.692
O 1.3248 0.0801 -1.2847 0.003 -0.011 -0.005 -0.598
C 1.9726 -1.3617 0.5022 0.028 -0.030 0.010 0.025
C 2.5787 -2.6383 -0.1097 0.008 -0.002 -0.003 -0.426
C 2.9110 -2.5203 -1.5746 -0.017 0.000 0.017 -0.049
C 2.0850 -3.0992 -2.5309 0.033 0.010 0.009 -0.189
C 2.3453 -2.9600 -3.8872 -0.013 -0.011 -0.027 -0.283
C 3.4494 -2.2284 -4.2678 -0.016 -0.006 0.016 0.390
F 3.7138 -2.0852 -5.5845 0.004 0.002 0.002 -0.329
C 4.2956 -1.6408 -3.3488 0.010 0.004 0.010 -0.273
C 4.0185 -1.7921 -1.9998 -0.010 0.006 -0.027 -0.158
O 3.0554 -0.5002 0.7276 0.018 -0.008 -0.011 -0.530
C 2.7130 0.6951 1.4082 -0.010 0.042 0.014 -0.258
H -2.2012 -3.4755 1.2495 0.009 -0.009 -0.011 0.215
H -1.6625 -1.9729 2.0137 -0.003 0.013 -0.008 0.216
H -2.8109 -1.9257 0.6768 -0.012 -0.008 0.010 0.203
H 0.0952 -2.8532 0.5333 -0.002 0.011 0.019 0.207
H -0.9934 -2.8904 -0.8363 0.005 0.013 0.010 0.182
H -1.0069 -0.7649 -2.2297 0.013 0.014 -0.001 0.199
H -2.3087 -0.7447 -1.0355 0.000 0.009 0.004 0.199
H -0.3022 1.5213 -1.2310 -0.002 -0.019 0.006 0.264
H -1.4206 1.3067 -3.4244 -0.012 0.011 -0.003 0.227
H -3.0040 1.2170 -2.6506 -0.008 -0.001 0.023 0.196
H -2.0581 2.7116 -2.5624 0.008 0.004 0.010 0.223
H -3.0282 1.7215 -0.1537 -0.003 -0.030 -0.016 0.395
H -4.3113 1.5971 1.7215 -0.002 -0.011 0.011 0.227
H -5.0586 3.4210 4.9293 0.002 0.000 -0.004 0.491
H 0.0795 3.1847 3.6662 0.001 -0.002 0.000 0.215
H -0.2509 4.4003 2.4311 -0.002 -0.002 -0.006 0.223
H -0.7774 4.6844 4.1122 -0.002 -0.012 -0.007 0.222
H 1.4887 -1.6003 1.4602 0.001 -0.002 0.006 0.178
H 3.4814 -2.8367 0.4705 0.003 0.000 0.006 0.237
H 1.9132 -3.4888 0.0394 -0.016 0.013 -0.003 0.208
H 1.2207 -3.6736 -2.2153 0.001 -0.004 0.002 0.203
H 1.7120 -3.4091 -4.6400 -0.002 0.000 -0.001 0.227
H 5.1489 -1.0737 -3.6944 0.003 0.003 0.005 0.229
H 4.6560 -1.3205 -1.2636 -0.004 -0.004 0.000 0.227
H 3.6469 1.2164 1.6066 0.000 -0.003 0.010 0.191
H 2.0584 1.3311 0.8131 -0.010 -0.013 -0.008 0.208
H 2.2166 0.4716 2.3604 0.001 -0.013 -0.005 0.161
```
Forces are in eV/Å.

The SMILES is CCN(C[C@@H](C)NC(=O)c1cc(O)nn1C)C(=O)[C@@H](Cc1ccc(F)cc1)OC. The value obtained for the relative energy (zero: lowest compared OMol25 entry of this formula, charge and spin) is 0.521 eV. The calculation puts the HOMO-LUMO gap at 9.398 eV. As for the spin multiplicity: 1. The highest occupied orbital energy is -8.83 eV. The total energy comes out at -1398.17701 hartree. The value obtained for the LUMO energy is 0.5679 eV.

4.
Density functional theory data (ωB97M-V with the def2-TZVPD basis set) for one molecule with the formula C7H11IN2O2.

XYZ file:
```
23
Properties=species:S:1:pos:R:3:forces:R:3:nbo_charge:R:1
C -0.7826 2.6797 1.2677 0.387 -1.573 -3.317 -0.585
C -1.0493 2.1075 -0.1676 -1.983 -1.179 2.429 -0.428
C -0.9707 0.5960 -0.3105 4.375 0.032 -0.476 0.439
N -1.6001 -0.2757 0.5455 1.357 0.253 -0.492 -0.649
C -0.9818 -1.5113 0.6572 -0.608 1.026 -0.232 0.799
O -1.4037 -2.4391 1.2782 -0.718 -1.158 0.687 -0.618
N 0.1758 -1.4602 -0.0567 0.858 -2.183 0.814 -0.494
C 0.9489 -2.6792 -0.1186 -1.265 -3.550 0.917 -0.469
C 0.4518 -0.2847 -0.7016 -0.792 2.260 -0.725 0.333
C 1.9611 -0.2481 -1.2390 -1.385 1.571 -0.053 -0.529
I 3.3809 0.3833 0.3429 -0.770 -0.414 -0.785 0.074
O -0.6171 0.0874 -1.6016 -0.124 -0.255 -0.475 -0.532
H 0.1499 2.2660 1.4327 2.105 -0.381 1.410 0.212
H -1.4871 2.3671 1.9484 -1.545 -0.916 1.551 0.204
H -0.7755 3.7152 1.2315 0.223 2.003 -0.081 0.209
H -0.3419 2.3483 -0.8633 1.732 1.658 -1.725 0.223
H -2.0198 2.5179 -0.3955 -0.532 -0.241 -0.979 0.207
H -2.5465 -0.1168 0.6563 -2.157 -0.296 0.885 0.412
H 2.0033 -2.6160 0.2758 -1.142 0.119 -0.626 0.218
H 0.3230 -3.4478 0.6115 1.853 2.038 -1.687 0.275
H 0.8515 -3.2418 -1.1322 0.538 1.320 1.424 0.206
H 2.0716 0.5141 -2.0725 -0.198 -1.030 1.166 0.252
H 2.2584 -1.2617 -1.5887 -0.209 0.896 0.368 0.242
```
Forces are in eV/Å.

The SMILES is CC[C@]12NC(=O)N(C)[C@@]1(CI)O2. The value obtained for the relative energy (zero: lowest compared OMol25 entry of this formula, charge and spin) is 1.025 eV. The calculation puts the HOMO-LUMO gap at 8.788 eV. As for the spin multiplicity: 1. The highest occupied orbital energy is -8.74 eV. The total energy comes out at -830.93767 hartree. The value obtained for the LUMO energy is 0.0445 eV.